A molecular structure, C34H71Br8F6N7O9S2 at a distorted geometry. Source: OMol25; level of theory: ωB97M-V/def2-TZVPD.

The geometry in XYZ format:
```
137
Properties=species:S:1:pos:R:3:forces:R:3
C 16.04777 -10.29903 -25.90698 -0.74 0.49 -0.21
C 17.26563 -9.41366 -25.85862 0.66 0.76 -0.04
N 17.71045 -8.96815 -24.46815 0.65 -0.90 0.06
C 16.50816 -8.37233 -23.77385 1.14 0.01 -0.01
C 18.32522 -10.14539 -23.74343 -0.76 0.20 0.56
C 18.65952 -9.86656 -22.29240 -0.04 0.39 0.97
C 18.74497 -7.88663 -24.56522 -1.33 1.64 -0.91
C 20.05269 -8.14426 -25.25625 0.78 -1.14 0.42
O 19.88667 -8.63164 -26.56657 -0.47 0.42 0.06
C 21.08424 -8.81004 -27.26288 1.84 -0.67 0.06
H 15.18363 -9.80615 -25.46094 0.02 0.09 -0.08
H 16.08679 -11.29697 -25.48061 0.52 0.01 0.07
H 15.79664 -10.38634 -26.96591 0.05 -0.14 0.02
H 17.12163 -8.44575 -26.34579 -0.65 -0.19 -0.13
H 18.15115 -9.76958 -26.37849 -0.16 -0.58 0.29
H 16.10076 -7.65264 -24.48090 -0.28 0.00 0.15
H 16.92828 -7.87741 -22.90578 -0.45 0.20 0.11
H 15.81964 -9.15190 -23.48102 -0.14 -0.15 -0.01
H 19.21102 -10.43320 -24.30310 -0.11 -0.11 -0.12
H 17.56624 -10.91652 -23.80197 0.08 -0.30 -0.04
H 17.86986 -9.35584 -21.73700 -0.17 0.10 -0.38
H 19.56328 -9.27692 -22.11940 0.08 -0.08 -0.31
H 18.77104 -10.77820 -21.70356 0.20 -0.25 -0.46
H 18.86269 -7.43255 -23.58245 0.38 -0.43 0.17
H 18.20503 -7.09731 -25.10526 0.17 -0.07 -0.16
H 20.62949 -8.89888 -24.69324 0.10 0.23 0.07
H 20.66130 -7.23125 -25.24763 -0.27 0.15 0.08
H 21.92968 -9.18923 -26.66090 -0.55 -0.17 0.49
H 21.55971 -7.92070 -27.68171 -0.71 0.29 -0.30
H 20.95049 -9.59545 -28.00220 -0.29 0.37 -0.40
C 15.78490 -6.92894 -29.01367 -0.95 0.34 1.18
F 16.48081 -8.04569 -28.84352 0.38 -0.30 -0.05
F 16.58951 -5.95558 -29.39306 0.21 0.19 -0.26
F 14.85990 -7.12812 -29.94118 -0.02 -0.15 -0.41
S 14.84944 -6.48862 -27.43016 1.50 0.19 -0.09
O 13.92054 -5.48048 -27.82005 0.02 0.30 -0.03
O 14.33138 -7.75228 -26.99495 0.39 -0.24 0.39
N 16.12228 -5.93193 -26.49927 -1.12 -1.39 -1.33
S 15.80379 -4.52588 -25.87906 -1.07 1.05 1.35
O 16.00392 -3.38347 -26.72252 0.39 -0.20 -0.16
O 14.61505 -4.55496 -25.06011 0.39 0.10 -0.10
C 17.16293 -4.37292 -24.60943 -0.94 0.16 -0.74
F 18.36164 -4.38890 -25.17228 0.89 -0.28 -0.18
F 17.01229 -3.21944 -24.00360 -0.11 1.04 0.28
F 17.10580 -5.29679 -23.66493 0.12 -0.99 0.38
C 22.46912 -7.86511 -22.36916 0.61 -0.44 -1.39
O 22.27318 -9.07574 -22.40682 -0.28 0.49 0.64
N 22.93513 -7.18770 -23.44698 0.41 0.50 0.16
C 23.29586 -5.78080 -23.40068 0.47 0.06 0.47
C 23.39699 -7.83472 -24.65941 -0.81 -0.27 -0.47
H 22.32666 -7.20447 -21.50361 -0.22 -0.22 0.13
H 23.10812 -5.35757 -22.41281 -0.14 -0.08 -0.03
H 22.79652 -5.16283 -24.15007 -0.20 -0.27 -0.03
H 24.37282 -5.69829 -23.58570 -0.08 0.10 0.02
H 22.89492 -7.33585 -25.49037 0.30 -0.06 -0.18
H 24.47050 -7.78310 -24.83850 0.06 0.27 0.33
H 23.10491 -8.87978 -24.69038 -0.04 -0.02 0.25
C 25.19289 -8.99982 -27.86488 -0.46 0.36 -0.16
O 24.31258 -8.22593 -27.55031 -0.39 0.24 0.21
N 25.19156 -9.75091 -28.98264 0.88 -0.67 0.28
C 26.31289 -10.62742 -29.21435 0.32 -0.80 -1.27
C 24.11675 -9.73288 -29.94547 -0.96 0.46 0.81
H 26.08200 -9.10656 -27.23116 0.22 -0.27 -0.12
H 27.18648 -10.37383 -28.62230 -0.10 0.13 0.16
H 26.60376 -10.59843 -30.27200 0.10 0.51 0.09
H 26.11043 -11.70155 -29.11267 -0.38 0.16 0.60
H 24.40856 -9.26482 -30.88297 0.08 -0.21 -0.11
H 23.64729 -10.71002 -30.07100 0.49 -0.20 -0.30
H 23.31436 -9.14384 -29.49605 0.13 0.27 -0.18
C 15.18426 -12.13382 -21.34942 0.85 -0.27 0.27
O 14.96680 -11.36980 -22.25159 -0.38 1.10 -0.99
N 14.51841 -13.25226 -21.08004 -0.80 0.03 0.82
C 15.06288 -14.17556 -20.11606 0.02 -0.37 0.15
C 13.24452 -13.59202 -21.69955 0.83 -0.76 -0.08
H 16.04631 -12.00335 -20.67466 0.11 0.08 0.11
H 14.29498 -14.62843 -19.48930 -0.21 -0.04 -0.23
H 15.73511 -13.69174 -19.40856 0.17 0.17 -0.25
H 15.59887 -14.95547 -20.65879 0.05 -0.28 0.30
H 12.96945 -12.84654 -22.43582 -0.03 0.09 0.06
H 13.41218 -14.56331 -22.17853 -0.40 0.10 -0.23
H 12.48192 -13.73484 -20.93458 -0.08 0.23 -0.02
C 11.43792 -10.85749 -25.43351 -0.42 -0.29 -0.54
O 10.58773 -10.17236 -24.93487 -0.62 0.65 0.80
N 11.75111 -10.83291 -26.74715 0.50 -0.76 1.19
C 11.12403 -9.93197 -27.65409 -0.17 0.66 -1.58
C 12.79203 -11.71993 -27.21972 -0.01 0.81 -1.25
H 11.96344 -11.63921 -24.86767 0.34 -0.01 0.04
H 10.36521 -9.26461 -27.25817 0.02 -0.44 0.77
H 10.64957 -10.48946 -28.46942 0.01 -0.06 0.02
H 11.83494 -9.24493 -28.12859 0.29 -0.24 0.12
H 13.32406 -12.21876 -26.41672 -0.09 0.10 0.17
H 12.41518 -12.46173 -27.93155 -0.14 -0.09 0.17
H 13.47558 -11.08537 -27.79505 0.35 -0.28 0.13
C 21.41127 -4.22678 -26.97140 -0.27 0.00 0.56
C 20.06391 -4.01820 -27.65548 0.52 1.01 -0.04
C 19.26666 -5.28380 -27.84580 -1.26 -0.46 -0.51
C 19.74170 -6.15281 -28.92488 -0.15 0.62 0.99
N 20.07362 -6.83374 -29.77660 0.41 -0.66 -0.86
H 21.32561 -4.64691 -25.96157 -0.31 -0.11 -0.09
H 21.88843 -3.25933 -26.81268 0.30 -0.10 -0.31
H 22.03659 -4.91612 -27.54033 0.18 0.21 -0.09
H 20.27490 -3.49454 -28.59392 -0.09 -0.60 -0.35
H 19.47597 -3.23521 -27.17149 -0.14 -0.47 0.53
H 18.21624 -5.10494 -28.11092 0.24 0.49 -0.04
H 19.10570 -5.88826 -26.94872 0.62 0.07 0.10
Br 20.91291 -8.12739 -19.24858 0.01 -0.19 0.11
C 20.80428 -10.01467 -18.79963 0.81 -0.70 0.01
C 21.83025 -10.79181 -19.59755 -0.22 -0.16 -0.66
Br 21.61213 -12.71048 -19.26434 -0.02 0.10 0.18
H 19.81114 -10.38332 -19.02749 -0.16 0.23 0.11
H 21.06570 -10.14553 -17.75456 -0.44 0.32 0.19
H 22.86273 -10.59480 -19.33930 -0.02 0.27 0.09
H 21.68311 -10.66729 -20.66634 0.13 0.06 -0.02
Br 20.00244 -13.16070 -22.89187 0.03 -0.25 0.22
C 19.69577 -14.77493 -21.85912 -0.57 -0.80 0.51
C 18.73154 -14.49152 -20.71747 0.48 0.27 0.03
Br 18.42477 -16.08834 -19.59106 0.10 0.53 -0.58
H 20.65003 -15.15195 -21.50746 0.09 0.17 -0.01
H 19.21811 -15.53305 -22.47605 0.29 0.16 -0.43
H 17.78748 -14.14807 -21.12776 -0.19 -0.16 0.19
H 19.15300 -13.74098 -20.05828 -0.15 0.01 0.13
Br 16.58807 -7.25490 -20.19900 -0.12 -0.23 -0.10
C 17.22644 -5.77339 -19.13828 0.32 0.00 0.37
C 17.97531 -6.29499 -17.92968 0.13 0.30 -0.02
Br 18.16456 -4.86558 -16.61205 0.02 -0.02 -0.09
H 16.37024 -5.16470 -18.87720 -0.06 0.02 -0.07
H 17.93489 -5.23928 -19.76150 -0.25 0.27 -0.12
H 18.98222 -6.55207 -18.23747 -0.07 -0.21 0.27
H 17.50109 -7.11719 -17.40867 -0.13 -0.04 -0.10
Br 22.72062 -12.40154 -27.71855 0.05 -0.24 0.06
C 21.21954 -13.20779 -26.74825 0.27 0.38 0.52
C 20.12218 -12.17821 -26.81700 -0.44 -0.14 0.04
Br 18.39462 -12.84896 -26.13794 0.44 -0.21 -0.51
H 21.57310 -13.34117 -25.73005 -0.02 -0.09 0.01
H 20.99633 -14.17684 -27.17647 -0.12 0.10 -0.28
H 19.99247 -11.84960 -27.84290 -0.38 0.00 0.02
H 20.31327 -11.31789 -26.18441 0.26 0.05 -0.08
```
Forces are in eV/Å.

## Properties
E in Eh: -24386.17404
E_HOMO in eV: -8.9
Kohn-Sham gap in eV: 8.72